Below is C10H21As2F15O7V as an isolated structure at a distorted geometry, with properties calculated with ωB97M-V with the def2-TZVPD basis set.

Summary:
2S+1: 2
Orbital gap (alpha / beta), eV: 7.56 / 7.66
Total energy, eV: -213180.3810
E_LUMO (alpha / beta), eV: 4.42 / 4.42
F_max, Eh/bohr: 0.069
Highest occupied orbital energy (alpha / beta), eV: -3.13 / -3.24
Net charge: -2

CARTESIAN COORDINATES (ANGSTROEM)
As 10.35 -35.61 -17.10
As 16.85 -33.32 -18.97
V 14.28 -33.05 -16.03
F 15.38 -33.13 -17.99
F 17.77 -32.56 -17.78
F 18.26 -33.52 -19.98
F 9.08 -35.58 -15.90
F 11.56 -35.66 -18.32
F 9.40 -36.74 -18.03
F 15.11 -28.08 -15.70
F 13.29 -29.03 -16.31
F 11.11 -36.91 -16.24
F 15.85 -34.03 -20.20
F 17.11 -34.87 -18.28
F 11.24 -34.47 -16.16
F 16.53 -31.77 -19.69
F 14.46 -27.96 -17.76
F 9.57 -34.29 -17.91
O 13.43 -33.86 -13.82
O 16.76 -29.76 -16.92
O 12.47 -31.95 -15.30
O 15.98 -33.30 -14.95
O 14.19 -34.60 -16.29
O 12.77 -32.63 -17.77
O 15.08 -31.08 -16.25
C 18.77 -28.75 -17.61
C 17.33 -29.04 -17.98
C 12.22 -33.34 -13.38
C 12.02 -31.45 -17.61
C 12.96 -32.91 -19.16
C 12.12 -31.93 -13.92
C 11.47 -31.45 -16.20
C 13.75 -35.12 -13.31
C 15.37 -30.10 -17.05
C 14.56 -28.81 -16.69
H 12.61 -30.55 -17.81
H 19.24 -28.07 -18.33
H 15.14 -30.29 -18.12
H 11.22 -30.44 -15.86
H 12.80 -31.22 -13.43
H 12.17 -33.28 -12.29
H 11.37 -33.91 -13.78
H 13.59 -33.78 -19.24
H 10.58 -32.07 -16.12
H 11.99 -33.19 -19.59
H 13.89 -35.07 -12.22
H 12.93 -35.83 -13.47
H 17.28 -29.63 -18.91
H 15.72 -33.59 -14.07
H 18.93 -28.37 -16.60
H 13.43 -32.08 -19.71
H 11.16 -31.42 -18.29
H 19.36 -29.68 -17.68
H 16.85 -28.07 -18.17
H 14.65 -35.47 -13.80
H 11.11 -31.53 -13.84

***

Below is C19H10Cl5HgN3O8 as an isolated structure, with properties calculated with ωB97M-V with the def2-TZVPD basis set.

Summary:
2S+1: 2
ΔE to the lowest compared entry with this formula, charge and spin, eV: 0.780
Orbital gap (alpha / beta), eV: 5.24 / 8.53
Total energy, eV: -107507.0541
E_LUMO (alpha / beta), eV: 2.28 / 2.28
F_max, Eh/bohr: 0.018
Highest occupied orbital energy (alpha / beta), eV: -2.96 / -6.25
Net charge: -1

CARTESIAN COORDINATES (ANGSTROEM)
Hg 0.20 0.21 -0.12
Cl 3.08 6.05 1.73
Cl -1.26 3.39 0.03
Cl 0.15 6.05 0.69
Cl 4.60 3.36 2.07
Cl 3.21 0.69 1.40
O -2.38 0.38 -0.95
O -0.14 -5.66 1.42
O 2.50 -0.17 -1.69
O 0.80 -5.63 3.45
O -0.45 -1.89 -0.73
O -0.74 -4.05 -0.26
O 3.44 0.48 -3.56
O -3.59 1.00 -2.70
N 0.93 -2.86 3.44
N -0.02 0.80 -2.40
N 0.39 -1.40 1.89
C 2.30 4.57 1.34
C 0.38 -5.06 2.45
C 1.09 0.93 -3.23
C 2.98 3.36 1.49
C 0.95 1.51 -4.50
C 0.38 3.34 0.58
C 2.35 0.40 -2.75
C 0.99 4.56 0.88
C 1.26 -0.46 4.05
C 2.33 2.16 1.19
C 0.12 -2.66 1.42
C -1.41 1.66 -4.17
C -1.23 1.11 -2.92
C 0.87 -1.55 3.11
C 0.46 -3.59 2.37
C -0.28 1.91 -4.97
C -0.40 -2.88 0.04
C -2.41 0.80 -2.08
C 1.01 2.11 0.73
H -0.41 -4.96 0.68
H 1.81 1.66 -5.14
H 3.21 0.88 -4.40
H 2.34 -0.36 4.09
H -4.27 0.72 -2.08
H -2.41 1.89 -4.51
H 0.85 0.48 3.70
H 1.27 -3.28 4.28
H -0.38 2.37 -5.94
H 0.88 -0.67 5.05

***

Below is a 2-piece molecular cluster, C6H14O overall, with properties calculated with ωB97M-V with the def2-TZVPD basis set.

Summary:
2S+1: 1
ΔE to the lowest compared entry with this formula, charge and spin, eV: 3.580
Orbital gap, eV: 9.48
Total energy, eV: -8493.3123
E_LUMO, eV: 0.83
F_max, Eh/bohr: 0.009
Highest occupied orbital energy, eV: -8.65
Net charge: 0

CARTESIAN COORDINATES (ANGSTROEM)
O 2.20 -0.70 0.63
C -1.34 1.85 0.28
C 2.48 -1.54 -0.50
C -1.43 -0.13 -1.29
C -0.92 -0.49 1.14
C 2.18 0.58 0.39
C -0.79 0.47 -0.04
H -1.97 -0.76 1.29
H -0.35 -1.41 0.98
H -0.90 2.25 1.21
H 0.28 0.61 -0.28
H -1.12 2.56 -0.52
H 3.09 -2.37 -0.16
H 2.98 -0.94 -1.27
H -2.51 -0.26 -1.15
H -2.43 1.82 0.42
H -1.27 0.52 -2.17
H -0.56 -0.04 2.08
H 1.85 1.00 1.37
H 1.53 -1.91 -0.89
H -1.00 -1.11 -1.53